(1)
This record from the Open Molecules 2025 dataset describes the molecule C23H32N4O3. The level of theory is ωB97M-V/def2-TZVPD.

Geometry (Å):
C: 3.29 4.95 2.51
C: 3.49 5.73 1.22
O: 2.93 5.13 0.07
C: 1.52 5.13 0.02
C: 0.88 3.98 0.75
C: 1.47 2.73 0.72
C: 0.92 1.65 1.39
C: 1.58 0.30 1.39
N: 0.61 -0.76 1.20
C: 0.05 -0.74 -0.14
C: -1.11 -1.72 -0.23
C: -0.61 -3.13 0.09
N: -1.69 -4.09 0.05
N: -2.19 -4.60 1.17
C: -3.21 -5.36 0.82
C: -3.39 -5.35 -0.56
C: -2.39 -4.52 -1.03
N: -2.16 -4.13 -2.35
C: -0.96 -4.14 -3.02
O: 0.09 -4.41 -2.49
C: -1.08 -3.76 -4.45
C: -0.13 -4.42 -5.42
C: 0.08 -2.99 -5.05
C: 0.04 -3.12 1.47
C: 1.15 -2.08 1.49
C: -0.27 1.84 2.08
C: -0.89 3.07 2.11
C: -0.33 4.16 1.45
O: -0.86 5.42 1.42
C: -2.06 5.65 2.12
H: 3.84 5.43 3.31
H: 2.23 4.92 2.79
H: 3.64 3.93 2.40
H: 4.56 5.81 0.99
H: 3.08 6.75 1.34
H: 1.12 6.08 0.40
H: 1.27 5.06 -1.05
H: 2.40 2.62 0.18
H: 2.38 0.28 0.63
H: 2.06 0.14 2.37
H: -0.31 0.28 -0.33
H: 0.80 -0.99 -0.90
H: -1.88 -1.45 0.49
H: -1.54 -1.68 -1.23
H: 0.14 -3.43 -0.66
H: -3.77 -5.89 1.57
H: -4.13 -5.87 -1.14
H: -3.00 -4.08 -2.91
H: -2.08 -3.52 -4.81
H: 0.55 -5.15 -5.00
H: -0.50 -4.66 -6.40
H: 0.89 -2.76 -4.39
H: -0.15 -2.22 -5.77
H: -0.72 -2.86 2.21
H: 0.44 -4.10 1.70
H: 1.60 -2.05 2.49
H: 1.94 -2.36 0.77
H: -0.71 1.00 2.60
H: -1.82 3.18 2.65
H: -1.95 5.45 3.20
H: -2.29 6.70 1.97
H: -2.88 5.04 1.73

Summary:
SMILES = CCOCc1cc(CN2CCC(n3nccc3NC(=O)C3CC3)CC2)ccc1OC
HOMO = -8.2 eV
Energy relative to the best compared isomer or geometry (same formula, charge and spin) = 92.0 kcal/mol
LUMO = 0.697 eV
Orbital gap = 0.3280 Ha

(2)
This record from the Open Molecules 2025 dataset describes a structure of composition C23H32NO4Se2V. The level of theory is ωB97M-V/def2-TZVPD.

Geometry (Å):
V: -0.19 -0.25 -0.24
C: -3.36 -1.30 0.85
C: -2.37 -1.39 -0.27
C: -2.42 -0.46 -1.32
C: -3.50 0.59 -1.31
C: -1.58 -0.64 -2.45
C: -1.75 0.18 -3.70
C: -0.63 -1.68 -2.46
C: 0.10 -2.03 -3.73
C: -0.47 -2.51 -1.32
C: 0.61 -3.56 -1.31
C: -1.42 -2.45 -0.29
C: -1.48 -3.52 0.75
H: -3.54 -0.26 1.14
H: -3.04 -1.84 1.73
H: -4.32 -1.72 0.53
H: -3.25 1.43 -0.65
H: -4.43 0.17 -0.94
H: -3.70 0.99 -2.29
H: -2.39 -0.36 -4.40
H: -0.80 0.36 -4.20
H: -2.20 1.15 -3.52
H: 1.07 -1.53 -3.83
H: -0.50 -1.76 -4.60
H: 0.28 -3.10 -3.78
H: 0.23 -4.51 -1.69
H: 0.98 -3.74 -0.30
H: 1.45 -3.28 -1.93
H: -1.12 -3.18 1.72
H: -0.90 -4.40 0.47
H: -2.51 -3.84 0.88
O: -0.64 -0.83 1.66
C: -0.30 -0.51 2.83
C: 0.62 0.51 3.13
C: 0.94 0.83 4.46
C: 1.84 1.83 4.69
C: 2.44 2.52 3.63
C: 2.14 2.21 2.33
C: 1.22 1.19 2.05
O: 0.93 0.89 0.80
N: 2.18 2.18 6.08
O: 1.63 1.56 6.95
O: 2.98 3.08 6.22
H: -0.77 -1.06 3.65
H: 0.48 0.31 5.29
H: 3.15 3.31 3.87
H: 2.60 2.75 1.52
C: 3.49 -0.15 -0.28
Se: 2.08 -0.42 -1.58
C: 2.19 1.30 -2.50
C: 1.55 2.44 -1.74
Se: -0.35 2.06 -1.49
C: -0.71 3.37 -0.11
H: 4.44 -0.20 -0.81
H: 3.43 -0.96 0.44
H: 3.37 0.80 0.22
H: 1.73 1.15 -3.47
H: 3.25 1.49 -2.67
H: 1.62 3.37 -2.30
H: 1.98 2.58 -0.75
H: -0.02 3.24 0.71
H: -1.73 3.23 0.22
H: -0.61 4.36 -0.55

Summary:
Total charge = +2
HOMO (spin up / spin down) = -14.9 / -14.9 eV
LUMO (spin up / spin down) = -7.000 / -7.012 eV
Orbital gap (spin up / spin down) = 0.2912 / 0.2917 Ha

(3)
This record from the Open Molecules 2025 dataset describes a structure of composition C23H32NO4Ti at a distorted geometry. The level of theory is ωB97M-V/def2-TZVPD.

Geometry (Å):
O: 2.47 -3.00 0.12
C: 3.48 -3.05 -0.97
C: 2.43 -2.99 -2.10
H: 4.07 -3.97 -0.97
H: 4.12 -2.15 -0.95
C: 1.47 -2.77 -0.90
H: 2.26 -3.93 -2.62
H: 2.52 -2.13 -2.79
C: 0.29 -3.73 -0.88
H: -0.36 -3.46 -0.04
H: 0.65 -4.75 -0.77
H: -0.26 -3.64 -1.82
C: 1.05 -1.33 -0.79
H: 1.73 -0.69 -1.38
H: 1.06 -1.02 0.25
H: 0.02 -1.31 -1.14
Ti: -0.71 1.16 0.19
C: -0.02 3.30 1.62
C: 0.90 2.43 2.23
C: 1.63 1.75 1.22
H: 1.02 2.32 3.30
C: 1.20 2.25 -0.06
C: 0.12 3.21 0.20
H: -0.29 3.93 -0.50
H: -0.65 4.03 2.14
H: 2.46 1.05 1.37
H: 1.74 2.12 -1.00
C: -2.61 2.19 1.87
C: -2.69 2.19 0.44
C: -2.93 0.81 0.02
H: -2.82 3.08 -0.18
C: -2.94 0.01 1.21
C: -2.73 0.86 2.33
H: -2.72 0.55 3.37
H: -2.59 3.07 2.52
H: -3.27 0.48 -0.97
H: -3.22 -1.04 1.26
O: -0.82 1.29 -1.70
C: -1.17 2.57 -2.49
C: -1.17 2.20 -3.96
H: -0.37 3.27 -2.27
H: -2.14 2.94 -2.13
C: -0.47 0.86 -4.11
H: -0.62 2.97 -4.52
H: -2.19 2.14 -4.35
C: -0.10 0.39 -2.73
H: 0.45 0.93 -4.69
H: -1.10 0.11 -4.59
H: 0.97 0.56 -2.54
H: -0.46 -0.63 -2.59
O: -0.03 0.80 4.73
C: 0.17 -0.10 3.92
C: 0.78 -1.45 4.31
C: 0.44 -2.35 3.15
C: -0.28 -1.40 2.19
O: -0.93 -1.77 1.18
N: -0.17 -0.10 2.57
H: 1.87 -1.33 4.43
H: 0.38 -1.81 5.27
H: 1.33 -2.77 2.68
H: -0.26 -3.14 3.43

Summary:
Multiplicity = 3
Total charge = -1
HOMO (spin up / spin down) = -1.7 / -3.4 eV
Energy relative to the best compared isomer or geometry (same formula, charge and spin) = 45.1 kcal/mol
LUMO (spin up / spin down) = 2.210 / 2.204 eV
Orbital gap (spin up / spin down) = 0.1450 / 0.2055 Ha

(4)
This record from the Open Molecules 2025 dataset describes the molecule C23H32O4. The level of theory is ωB97M-V/def2-TZVPD.

Geometry (Å):
C: -6.43 -2.30 0.43
C: -5.08 -1.82 -0.02
O: -4.04 -2.03 0.54
O: -5.17 -1.11 -1.16
C: -3.99 -0.43 -1.55
C: -3.68 0.69 -0.56
O: -4.46 0.93 0.33
C: -2.41 1.47 -0.73
C: -1.70 1.45 -2.09
C: -0.21 1.69 -1.78
C: -0.10 1.80 -0.25
C: 1.23 1.35 0.37
C: 2.40 2.13 -0.23
C: 3.72 1.72 0.42
C: 3.86 0.25 0.18
C: 4.76 -0.22 -0.70
C: 4.79 -1.59 -1.19
O: 5.69 -2.03 -1.87
C: 3.55 -2.39 -0.84
C: 3.13 -2.09 0.59
C: 2.81 -0.61 0.85
C: 2.87 -0.41 2.37
C: 1.44 -0.17 0.26
C: 0.25 -0.88 0.90
C: -1.06 -0.48 0.22
C: -1.32 1.03 0.29
C: -1.71 1.45 1.70
H: -6.32 -3.23 0.99
H: -6.85 -1.54 1.08
H: -7.08 -2.43 -0.43
H: -4.20 -0.02 -2.54
H: -3.15 -1.13 -1.60
H: -2.66 2.50 -0.47
H: -2.10 2.22 -2.74
H: -1.83 0.49 -2.60
H: 0.39 0.86 -2.15
H: 0.16 2.59 -2.26
H: -0.23 2.86 0.02
H: 1.17 1.60 1.43
H: 2.46 1.95 -1.30
H: 2.23 3.20 -0.08
H: 4.55 2.26 -0.04
H: 3.70 1.95 1.48
H: 5.50 0.44 -1.12
H: 2.77 -2.12 -1.55
H: 3.76 -3.46 -0.97
H: 3.95 -2.38 1.25
H: 2.27 -2.71 0.85
H: 3.90 -0.47 2.71
H: 2.46 0.54 2.69
H: 2.31 -1.21 2.87
H: 1.46 -0.44 -0.81
H: 0.20 -0.64 1.96
H: 0.35 -1.96 0.82
H: -1.00 -0.79 -0.83
H: -1.89 -1.01 0.68
H: -0.96 1.15 2.43
H: -2.65 0.99 1.98
H: -1.83 2.53 1.76

Summary:
SMILES = CC(=O)OCC(=O)[C@@H]1CC[C@@H]2[C@@H]3CCC4=CC(=O)CC[C@]4(C)[C@H]3CC[C@@]21C
HOMO = -9.3 eV
Energy relative to the best compared isomer or geometry (same formula, charge and spin) = 0.0 kcal/mol
LUMO = 0.593 eV
Orbital gap = 0.3631 Ha